C5H10N2 | ωB97M-V/def2-TZVPD

Summary:
orbital gap: 9.00 eV
SMILES: C1N[C@@H]2CN[C@H]1C2
energy relative to the best compared isomer or geometry (same formula, charge and spin): 223.34 kJ/mol
max |F|: 5.7 eV/A
spin multiplicity: 1

Cartesian coordinates (Å):
C1 1.488 0.352 -0.494
C2 -0.249 -1.081 0.330
C3 -1.440 -0.407 -0.510
C4 0.322 0.997 0.248
C5 -0.041 0.065 1.305
H1 1.641 0.688 -1.504
H2 2.322 0.483 0.139
H3 1.166 -1.629 -0.979
H4 -0.656 -2.024 0.613
H5 -1.484 -0.668 -1.592
H6 -2.444 -0.557 -0.130
H7 -1.560 1.796 -0.135
H8 0.639 2.051 0.585
H9 -1.016 0.133 1.772
H10 0.686 -0.186 2.075
N1 0.964 -0.914 -0.344
N2 -0.931 0.966 -0.530

Results of the Löwdin charge analysis, in e, for atoms 1 through 5:
1 C -0.1699
2 C -0.2881
3 C -0.1644
4 C -0.3594
5 C -0.1417


C5H10N2 | ωB97M-V/def2-TZVPD

Summary:
orbital gap (spin up / spin down): 8.84 / 8.41 eV
energy relative to the best compared isomer or geometry (same formula, charge and spin): 435.51 kJ/mol
max |F|: 1.9 eV/A
spin multiplicity: 1

Cartesian coordinates (Å):
C1 -1.510 -1.022 0.126
C2 -0.229 -0.436 -0.540
C3 0.699 0.430 0.304
C4 -0.152 1.002 -0.742
C5 2.204 0.330 0.175
N1 -2.596 -0.091 -0.019
N2 -2.365 1.185 0.287
H1 -1.781 -1.970 -0.338
H2 -1.322 -1.193 1.191
H3 0.190 -1.117 -1.273
H4 0.380 0.578 1.334
H5 0.013 1.618 -1.596
H6 2.574 -0.490 0.791
H7 2.680 1.249 0.514
H8 2.494 0.142 -0.857
H9 -3.053 -0.152 -0.925
H10 -1.903 1.231 1.196

Results of the Löwdin charge analysis, in e, for atoms 1 through 5:
1 C -0.1687
2 C -0.2519
3 C -0.3315
4 C -0.0072
5 C -0.0703


C5H10N2 | ωB97M-V/def2-TZVPD

Summary:
orbital gap: 9.59 eV
energy relative to the best compared isomer or geometry (same formula, charge and spin): 460.54 kJ/mol
max |F|: 0.4 eV/A
spin multiplicity: 1

Cartesian coordinates (Å):
C1 0.573 0.766 1.700
C2 0.768 1.328 0.294
N1 1.134 0.454 -1.219
C3 -0.146 0.628 -0.811
C4 -0.950 -0.570 -0.334
C5 -0.997 -1.731 -1.252
N2 -0.226 -1.789 -0.013
H1 1.275 1.255 2.383
H2 0.747 -0.311 1.731
H3 -0.444 0.952 2.064
H4 0.587 2.399 0.191
H5 1.843 1.208 0.003
H6 -0.775 1.388 -1.307
H7 -1.813 -0.357 0.297
H8 -1.878 -2.368 -1.289
H9 -0.449 -1.643 -2.189
H10 0.753 -1.609 -0.248

Results of the Löwdin charge analysis, in e, for atoms 1 through 5:
1 C -0.0706
2 C -0.2306
3 N 0.1071
4 C -0.4055
5 C -0.3160


C5H10N2 | ωB97M-V/def2-TZVPD

Summary:
orbital gap (spin up / spin down): 8.47 / 6.73 eV
energy relative to the best compared isomer or geometry (same formula, charge and spin): 120.63 kJ/mol
⟨S²⟩: 0.75
max |F|: 1.4 eV/A
net charge: +1
spin multiplicity: 2

Cartesian coordinates (Å):
C1 -1.140 -0.812 -0.342
C2 -0.397 0.226 -1.193
C3 0.818 0.599 -0.402
C4 0.804 1.689 0.483
C5 2.081 -1.119 0.495
N1 1.813 -0.306 -0.454
N2 -1.676 -0.195 0.884
H1 -1.985 -1.146 -0.952
H2 -0.553 -1.703 -0.126
H3 -0.986 1.126 -1.365
H4 -0.056 -0.112 -2.171
H5 0.516 2.676 0.134
H6 0.921 1.647 1.554
H7 2.435 -2.115 0.237
H8 1.722 -0.952 1.513
H9 -1.632 0.820 0.841
H10 -2.685 -0.324 0.863

Results of the Löwdin charge analysis, in e, for atoms 1 through 5:
1 C -0.2311
2 C -0.0977
3 C -0.2570
4 C 0.2367
5 C 0.1083


C5H10N2O | ωB97M-V/def2-TZVPD

Summary:
orbital gap: 10.41 eV
SMILES: C/C=N/C(N)=O.C=C
energy relative to the best compared isomer or geometry (same formula, charge and spin): 132.87 kJ/mol
max |F|: 2.8 eV/A
spin multiplicity: 1

Cartesian coordinates (Å):
C1 -0.934 -0.203 1.950
C2 0.539 2.066 0.282
C3 -1.982 -0.360 1.134
C4 0.640 -1.159 -1.488
C5 0.144 0.772 -0.331
N1 1.730 -1.853 -1.905
N2 0.986 -0.168 -0.564
O1 -0.495 -1.436 -1.833
H1 2.634 -1.648 -1.513
H2 1.592 -2.690 -2.443
H3 -1.004 0.379 2.852
H4 -0.042 -0.816 1.880
H5 -0.236 2.359 0.994
H6 1.489 1.961 0.800
H7 0.600 2.847 -0.465
H8 -1.940 -0.989 0.257
H9 -0.793 0.801 -0.925
H10 -2.929 0.137 1.318

Results of the Löwdin charge analysis, in e, for atoms 1 through 5:
1 C -0.0861
2 C -0.0648
3 C -0.0559
4 C -0.6217
5 C -0.2418


C5H10N2O | ωB97M-V/def2-TZVPD

Summary:
orbital gap (spin up / spin down): 6.37 / 6.37 eV
energy relative to the best compared isomer or geometry (same formula, charge and spin): 423.04 kJ/mol
max |F|: 1.6 eV/A
spin multiplicity: 1

Cartesian coordinates (Å):
C1 1.109 -0.847 -0.700
C2 -1.765 1.043 0.871
C3 0.677 0.327 -0.025
C4 -0.984 0.394 -0.258
N1 1.848 -1.777 -0.116
C5 1.451 1.112 0.728
O1 -1.163 -1.196 -0.036
N2 -1.342 0.824 -1.471
H1 -1.679 -1.471 -0.811
H2 0.779 -1.060 -1.706
H3 2.090 -2.627 -0.602
H4 2.147 -1.640 0.840
H5 -0.792 0.390 -2.213
H6 -2.825 1.000 0.627
H7 -1.620 0.524 1.818
H8 -1.489 2.093 0.977
H9 2.526 0.980 0.785
H10 1.033 1.932 1.294

Results of the Löwdin charge analysis, in e, for atoms 1 through 5:
1 C -0.0608
2 C -0.0563
3 C -0.2008
4 C -0.6269
5 N 0.1921


C5H10N2O | ωB97M-V/def2-TZVPD

Summary:
orbital gap: 7.11 eV
energy relative to the best compared isomer or geometry (same formula, charge and spin): 471.87 kJ/mol
max |F|: 2.8 eV/A
spin multiplicity: 1

Cartesian coordinates (Å):
C1 1.785 -0.024 0.006
C2 -0.336 0.082 1.220
C3 -0.815 -0.070 -0.116
C4 0.161 0.027 -1.081
N1 -0.018 1.303 1.755
N2 -2.127 -0.528 -0.315
C5 0.324 -0.212 -2.384
O1 -0.726 -0.782 2.195
H1 -1.019 -1.594 1.755
H2 0.232 2.001 1.070
H3 0.389 1.276 2.684
H4 -2.347 -0.709 -1.284
H5 -2.838 0.041 0.134
H6 2.221 0.912 -0.343
H7 2.018 -0.156 1.066
H8 2.239 -0.872 -0.502
H9 -0.261 -0.961 -2.910
H10 1.117 0.265 -2.950

Results of the Löwdin charge analysis, in e, for atoms 1 through 5:
1 C -0.0222
2 C -0.3998
3 C -0.3448
4 C -0.2269
5 N 0.1576


C5H10N2O | ωB97M-V/def2-TZVPD

Summary:
orbital gap: 10.17 eV
energy relative to the best compared isomer or geometry (same formula, charge and spin): 163.52 kJ/mol
max |F|: 2.9 eV/A
spin multiplicity: 1

Cartesian coordinates (Å):
C1 -2.738 -0.303 0.228
C2 0.006 -1.894 -0.354
C3 -0.068 2.063 -0.356
C4 0.363 -0.474 -0.723
C5 -0.353 0.625 -0.012
N1 -3.450 -0.811 1.005
N2 -0.299 0.473 1.355
O1 -2.081 0.412 -0.571
H1 0.138 -2.215 0.697
H2 -0.991 -2.073 -0.705
H3 0.721 -2.528 -0.885
H4 0.969 2.240 -0.118
H5 -0.726 2.615 0.373
H6 -0.362 2.223 -1.424
H7 1.300 -0.240 -0.368
H8 0.285 -0.443 -1.834
H9 -0.739 1.120 2.053
H10 -0.341 -0.530 1.597

Results of the Löwdin charge analysis, in e, for atoms 1 through 5:
1 C -0.5173
2 C -0.0819
3 C -0.0104
4 C -0.1901
5 C -0.4474


C5H10N2O | ωB97M-V/def2-TZVPD

Summary:
orbital gap: 6.92 eV
energy relative to the best compared isomer or geometry (same formula, charge and spin): 1147.75 kJ/mol
max |F|: 9.0 eV/A
spin multiplicity: 1

Cartesian coordinates (Å):
C1 -0.906 0.151 -0.371
C2 -0.183 -1.081 -1.004
C3 0.505 -0.340 1.231
C4 0.687 0.776 0.351
C5 -0.526 1.437 -0.196
H1 -2.885 -1.118 -0.266
H2 -2.954 1.067 0.295
H3 0.558 -0.788 -1.764
H4 -0.565 -1.978 -1.197
H5 -0.557 -0.422 1.666
H6 1.173 -0.736 2.234
H7 1.921 -0.270 -0.377
H8 2.454 1.313 0.274
H9 -0.341 2.309 -1.067
H10 -0.966 2.104 0.650
N1 -2.064 -0.153 0.299
N2 1.749 0.809 -0.534
O1 0.863 -1.466 0.141

Results of the Löwdin charge analysis, in e, for atoms 1 through 5:
1 C -0.5335
2 C -0.0055
3 C -0.1407
4 C -0.4576
5 C -0.1782


C5H10N2O | ωB97M-V/def2-TZVPD

Summary:
orbital gap: 9.00 eV
energy relative to the best compared isomer or geometry (same formula, charge and spin): 838.12 kJ/mol
max |F|: 6.0 eV/A
spin multiplicity: 1

Cartesian coordinates (Å):
C1 -2.090 -0.303 -1.182
C2 -0.973 0.034 -0.006
C3 -1.538 -0.703 1.239
C4 -0.448 1.428 0.345
C5 1.299 -0.012 -0.119
H1 -2.103 -1.553 -1.461
H2 -3.058 0.274 -1.124
H3 -1.758 0.251 -2.173
H4 -0.707 -1.200 2.055
H5 -1.891 -1.702 0.921
H6 -2.500 -0.303 1.865
H7 -0.977 2.292 -0.327
H8 -0.288 1.487 1.753
H9 3.897 -0.662 -0.728
H10 2.499 -1.981 0.293
N1 2.633 -0.721 -0.038
N2 0.320 -0.843 -0.307
O1 1.090 1.423 -0.041

Results of the Löwdin charge analysis, in e, for atoms 1 through 5:
1 C -0.0758
2 C -0.5414
3 C -0.1515
4 C -0.0589
5 C -0.4708


> Which of these has the highest spin multiplicity?

number 4